Entry 1:
{
  "formula": "C38H68Cl2F2NO34S2",
  "method": "ωB97M-V/def2-TZVPD",
  "total_energy_ha": -6018.23731,
  "gap_ev": 10.4,
  "charge": -1,
  "species": ["N", "S", "O", "O", "F", "S", "O", "O", "F", "Cl", "C", "C", "Cl", "H", "H", "H", "H", "C", "C", "O", "C", "O", "O", "H", "H", "H", "H", "C", "C", "O", "C", "O", "O", "H", "H", "H", "H", "C", "C", "O", "C", "O", "O", "H", "H", "H", "H", "C", "C", "O", "C", "O", "O", "H", "H", "H", "H", "C", "C", "O", "C", "O", "O", "C", "H", "H", "H", "H", "H", "H", "H", "H", "C", "C", "O", "C", "O", "O", "C", "H", "H", "H", "H", "H", "H", "H", "H", "C", "C", "O", "C", "O", "O", "C", "H", "H", "H", "H", "H", "H", "H", "H", "C", "C", "O", "C", "O", "O", "C", "H", "H", "H", "H", "H", "H", "H", "H", "C", "C", "O", "C", "O", "O", "C", "H", "H", "H", "H", "H", "H", "H", "H", "C", "C", "O", "C", "O", "O", "C", "H", "H", "H", "H", "H", "H", "H", "H"],
  "positions_angstrom": [[0.636, 0.503, 0.308], [0.626, -0.576, -0.752], [-0.381, -0.408, -1.800], [1.102, -1.942, -0.470], [1.882, 0.049, -1.528], [-0.421, -0.345, 1.326], [0.139, -1.106, 2.447], [-1.644, -0.873, 0.738], [-1.116, 0.928, 2.054], [-3.413, 3.228, 0.313], [-1.893, 3.059, -0.632], [-1.953, 2.092, -1.835], [-2.951, 2.842, -3.092], [-1.088, 2.830, 0.067], [-1.612, 4.053, -0.978], [-2.375, 1.119, -1.589], [-0.966, 1.951, -2.272], [2.169, 2.908, 1.148], [2.085, 3.225, -0.351], [2.682, 4.505, -0.532], [3.114, 4.966, 0.641], [3.540, 6.094, 0.846], [2.789, 4.078, 1.636], [2.858, 2.089, 1.357], [1.271, 2.633, 1.700], [1.006, 3.370, -0.404], [2.509, 2.388, -0.903], [3.116, -0.132, 2.875], [3.436, -1.597, 3.196], [4.793, -1.631, 2.780], [5.353, -0.426, 2.791], [6.536, -0.225, 2.581], [4.357, 0.486, 2.948], [2.478, 0.353, 3.613], [2.631, -0.027, 1.904], [2.820, -2.210, 2.540], [3.365, -1.864, 4.250], [-0.458, -2.240, -4.763], [0.938, -1.528, -4.782], [1.176, -1.386, -6.163], [0.032, -1.531, -6.873], [-0.099, -1.440, -8.057], [-0.955, -1.964, -6.005], [-1.065, -1.789, -3.977], [-0.372, -3.312, -4.586], [1.639, -2.100, -4.174], [0.997, -0.529, -4.350], [6.111, 0.744, -1.348], [5.257, 1.528, -0.351], [5.319, 2.791, -0.923], [5.450, 2.689, -2.256], [5.138, 3.598, -3.001], [5.997, 1.455, -2.548], [5.704, -0.267, -1.325], [7.181, 0.739, -1.141], [5.731, 1.585, 0.629], [4.268, 1.094, -0.200], [1.596, 9.092, 1.359], [0.648, 7.976, 0.862], [0.339, 7.195, 1.996], [-0.472, 6.138, 2.076], [-1.114, 5.656, 1.136], [-0.415, 5.561, 3.330], [-1.190, 4.368, 3.582], [1.218, 9.532, 2.281], [1.703, 9.746, 0.494], [2.566, 8.623, 1.525], [1.140, 7.415, 0.067], [-0.262, 8.408, 0.444], [-0.947, 3.583, 2.866], [-2.221, 4.689, 3.434], [-1.006, 3.992, 4.587], [-0.226, 2.197, 7.117], [-0.668, 1.300, 5.944], [0.157, 0.112, 6.023], [-0.322, -1.022, 5.556], [-1.482, -1.369, 5.369], [0.773, -1.764, 5.396], [0.742, -3.115, 5.035], [-0.785, 3.134, 7.083], [0.769, 2.610, 6.948], [-0.340, 1.747, 8.102], [-0.505, 1.741, 4.961], [-1.727, 1.093, 6.102], [0.132, -3.294, 4.150], [0.376, -3.763, 5.832], [1.755, -3.489, 4.885], [-9.305, -1.428, 3.796], [-7.931, -1.894, 4.278], [-7.133, -2.189, 3.086], [-5.817, -2.593, 3.070], [-5.091, -2.761, 4.021], [-5.565, -2.777, 1.770], [-4.264, -2.996, 1.301], [-9.866, -1.209, 4.705], [-9.807, -2.210, 3.226], [-9.392, -0.541, 3.169], [-7.989, -2.803, 4.877], [-7.515, -1.173, 4.983], [-3.587, -2.326, 1.829], [-4.393, -2.711, 0.257], [-3.960, -4.040, 1.384], [-4.542, -6.688, -4.455], [-3.570, -7.312, -3.399], [-3.307, -6.490, -2.302], [-2.591, -5.348, -2.405], [-1.993, -4.951, -3.387], [-2.671, -4.748, -1.216], [-1.850, -3.658, -0.870], [-5.579, -6.715, -4.118], [-4.582, -7.282, -5.369], [-4.229, -5.687, -4.747], [-2.590, -7.534, -3.827], [-3.899, -8.258, -2.969], [-0.809, -3.777, -0.576], [-2.257, -2.971, -0.131], [-1.837, -3.031, -1.764], [2.417, -5.378, 1.825], [1.618, -4.636, 0.738], [0.536, -5.435, 0.303], [0.727, -6.553, -0.476], [1.787, -6.906, -0.933], [-0.441, -7.268, -0.615], [-0.370, -8.523, -1.283], [3.054, -4.719, 2.414], [3.035, -6.180, 1.423], [1.681, -5.857, 2.473], [2.199, -4.371, -0.146], [1.202, -3.746, 1.209], [0.191, -9.247, -0.692], [0.066, -8.450, -2.279], [-1.415, -8.833, -1.278], [2.083, 7.011, -6.428], [1.137, 6.025, -7.056], [0.830, 5.064, -6.044], [1.518, 4.002, -5.766], [2.560, 3.753, -6.333], [1.002, 3.316, -4.714], [1.792, 2.357, -4.081], [2.278, 7.877, -7.060], [3.032, 6.496, -6.267], [1.757, 7.238, -5.413], [1.618, 5.622, -7.947], [0.300, 6.626, -7.409], [1.184, 1.846, -3.335], [2.653, 2.719, -3.518], [2.188, 1.633, -4.794]]
}

---

Entry 2:
{
  "formula": "C38H71BF9N6O11P2S2",
  "method": "ωB97M-V/def2-TZVPD",
  "e_above_lowest_kcal_mol": 64.2,
  "total_energy_ha": -5049.31758,
  "multiplicity": 4,
  "gap_ev": [8.0, 8.4],
  "charge": 0,
  "species": ["C", "N", "C", "C", "P", "O", "O", "S", "N", "C", "O", "C", "C", "B", "O", "O", "C", "P", "N", "O", "S", "O", "O", "C", "F", "F", "C", "F", "F", "C", "F", "F", "C", "F", "F", "F", "H", "H", "H", "H", "H", "H", "H", "H", "H", "H", "H", "H", "H", "H", "H", "H", "H", "C", "C", "C", "C", "C", "C", "N", "O", "C", "C", "C", "H", "H", "H", "H", "H", "H", "H", "H", "H", "H", "H", "H", "H", "H", "H", "H", "H", "H", "C", "C", "C", "C", "C", "C", "N", "O", "C", "C", "C", "H", "H", "H", "H", "H", "H", "H", "H", "H", "H", "H", "H", "H", "H", "H", "H", "H", "H", "C", "C", "C", "C", "C", "C", "N", "O", "C", "C", "C", "H", "H", "H", "H", "H", "H", "H", "H", "H", "H", "H", "H", "H", "H", "H", "H", "H", "H"],
  "positions_angstrom": [[-5.807, 0.577, 4.447], [-4.362, 0.509, 4.185], [-3.885, 1.419, 3.141], [-2.799, 0.773, 2.154], [-1.763, -0.366, 3.224], [-1.443, 0.418, 4.632], [-2.497, -1.701, 3.679], [-0.046, -0.835, 2.457], [-1.909, 1.903, 1.880], [-2.368, 2.697, 0.846], [-2.055, 3.787, 0.585], [-3.335, 1.753, 0.067], [-4.643, 2.306, -0.566], [-5.434, 3.429, 0.240], [-6.835, 3.326, 0.266], [-4.878, 4.529, 0.873], [-3.331, 0.345, 0.746], [-5.033, -0.602, 0.796], [-6.249, 0.521, 1.359], [-4.925, -1.747, 1.993], [-2.360, -0.890, -0.227], [-3.149, -1.146, -1.390], [-2.280, -2.084, 0.562], [-0.751, -0.229, -0.888], [-0.282, 0.784, -0.197], [-1.024, 0.295, -2.094], [0.424, -1.254, -1.113], [1.554, -0.564, -0.931], [0.468, -2.254, -0.255], [0.551, -1.859, -2.557], [1.495, -2.803, -2.443], [1.036, -1.000, -3.423], [-0.706, -2.601, -3.112], [-1.330, -3.244, -2.170], [-1.491, -1.848, -3.819], [-0.251, -3.544, -3.943], [-6.014, 0.568, 5.522], [-6.293, 1.479, 4.051], [-6.326, -0.308, 4.052], [-3.921, 0.751, 5.062], [-4.688, 1.922, 2.593], [-3.336, 2.226, 3.651], [-1.644, 1.362, 4.558], [-2.353, -2.412, 3.033], [-1.409, 2.339, 2.642], [-2.721, 1.581, -0.835], [-5.360, 1.532, -0.844], [-4.350, 2.768, -1.523], [-7.108, 2.773, 1.011], [-4.979, 4.402, 1.827], [-6.898, 0.089, 2.015], [-6.826, 0.698, 0.538], [-5.718, -1.705, 2.546], [7.312, -6.506, -1.922], [7.422, -5.177, -1.135], [6.465, -5.205, 0.063], [4.998, -5.033, -0.322], [4.808, -3.793, -1.190], [5.734, -3.758, -2.409], [7.156, -4.024, -2.045], [7.644, -2.954, -1.502], [5.249, -4.786, -3.451], [5.572, -2.409, -3.113], [8.859, -5.157, -0.606], [7.991, -7.259, -1.520], [6.318, -6.949, -1.878], [7.585, -6.371, -2.970], [6.732, -4.406, 0.763], [6.590, -6.143, 0.609], [4.629, -5.924, -0.840], [4.394, -4.940, 0.583], [3.768, -3.734, -1.517], [4.981, -2.906, -0.571], [5.953, -4.861, -4.282], [4.286, -4.482, -3.865], [5.093, -5.783, -3.046], [5.766, -1.567, -2.449], [4.550, -2.296, -3.477], [6.242, -2.331, -3.972], [9.580, -5.127, -1.425], [9.053, -6.055, -0.020], [9.049, -4.309, 0.052], [-10.738, 3.521, -4.909], [-11.052, 3.496, -3.393], [-12.288, 4.358, -3.106], [-12.018, 5.859, -3.182], [-10.828, 6.241, -2.307], [-9.573, 5.411, -2.596], [-9.858, 3.947, -2.619], [-9.983, 3.536, -1.395], [-8.963, 5.856, -3.941], [-8.498, 5.760, -1.564], [-11.400, 2.036, -3.093], [-11.285, 2.740, -5.437], [-11.019, 4.458, -5.389], [-9.679, 3.339, -5.098], [-12.671, 4.128, -2.106], [-13.086, 4.097, -3.806], [-11.846, 6.167, -4.218], [-12.904, 6.404, -2.849], [-10.604, 7.302, -2.438], [-11.114, 6.119, -1.257], [-8.133, 5.207, -4.226], [-8.572, 6.872, -3.863], [-9.677, 5.877, -4.762], [-8.836, 5.610, -0.540], [-8.218, 6.811, -1.650], [-7.598, 5.163, -1.717], [-10.544, 1.382, -3.274], [-12.216, 1.707, -3.737], [-11.735, 1.889, -2.067], [8.242, -1.497, 1.801], [9.684, -0.936, 1.784], [10.663, -2.012, 2.268], [10.612, -2.252, 3.775], [10.766, -0.940, 4.539], [9.778, 0.141, 4.091], [9.758, 0.307, 2.609], [10.815, 0.971, 2.261], [8.367, -0.208, 4.607], [10.123, 1.452, 4.799], [9.969, -0.654, 0.307], [8.006, -1.999, 0.861], [8.080, -2.238, 2.584], [7.506, -0.700, 1.920], [11.685, -1.724, 2.000], [10.463, -2.950, 1.743], [9.679, -2.750, 4.054], [11.415, -2.936, 4.061], [10.648, -1.125, 5.610], [11.792, -0.578, 4.405], [7.624, 0.486, 4.209], [8.332, -0.135, 5.695], [8.050, -1.221, 4.369], [11.152, 1.764, 4.620], [10.011, 1.337, 5.878], [9.460, 2.258, 4.479], [9.300, 0.116, -0.083], [9.817, -1.559, -0.282], [10.997, -0.337, 0.134]]
}

---

Entry 3:
{
  "formula": "C38H72BNO76S17",
  "method": "ωB97M-V/def2-TZVPD",
  "e_above_lowest_kcal_mol": 0.0,
  "total_energy_ha": -14057.68954,
  "gap_ev": 9.2,
  "charge": 0,
  "species": ["N", "H", "H", "H", "H", "O", "C", "O", "B", "O", "C", "O", "O", "C", "O", "C", "O", "O", "C", "C", "O", "S", "O", "O", "O", "H", "H", "H", "H", "C", "C", "O", "S", "O", "O", "O", "H", "H", "H", "H", "C", "C", "O", "S", "O", "O", "O", "H", "H", "H", "H", "C", "C", "O", "S", "O", "O", "O", "H", "H", "H", "H", "C", "C", "O", "S", "O", "O", "O", "H", "H", "H", "H", "C", "C", "O", "S", "O", "O", "O", "H", "H", "H", "H", "C", "C", "O", "S", "O", "O", "O", "H", "H", "H", "H", "C", "C", "O", "S", "O", "O", "O", "H", "H", "H", "H", "C", "C", "O", "S", "O", "O", "O", "H", "H", "H", "H", "C", "C", "O", "S", "O", "O", "O", "H", "H", "H", "H", "C", "C", "O", "S", "O", "O", "O", "H", "H", "H", "H", "C", "C", "O", "S", "O", "O", "O", "H", "H", "H", "H", "C", "C", "O", "S", "O", "O", "O", "H", "H", "H", "H", "C", "C", "O", "S", "O", "O", "O", "H", "H", "H", "H", "C", "C", "O", "S", "O", "O", "O", "H", "H", "H", "H", "C", "C", "O", "S", "O", "O", "O", "H", "H", "H", "H", "C", "C", "O", "S", "O", "O", "O", "H", "H", "H", "H"],
  "positions_angstrom": [[0.698, -5.342, -2.908], [-0.011, -4.878, -3.457], [1.568, -5.480, -3.404], [0.454, -6.236, -2.506], [0.925, -4.732, -2.136], [2.038, 1.052, 2.579], [1.422, 0.800, 1.504], [0.364, -0.027, 1.472], [-0.093, -0.161, 0.078], [0.872, 0.739, -0.728], [1.764, 1.229, 0.082], [2.730, 1.913, -0.290], [-1.481, 0.151, -0.094], [-2.060, -0.953, -0.492], [-3.273, -1.132, -0.630], [-0.978, -2.065, -0.678], [0.169, -1.594, -0.382], [-1.196, -3.228, -1.017], [6.142, -2.303, 1.111], [6.212, -2.559, -0.417], [4.871, -2.884, -0.702], [4.027, -3.618, 0.566], [4.382, -5.051, 0.589], [2.608, -3.279, 0.450], [4.816, -2.574, 1.602], [6.327, -1.239, 1.255], [6.871, -2.935, 1.618], [6.779, -3.456, -0.668], [6.590, -1.729, -1.013], [2.828, -0.570, -2.713], [3.680, -1.296, -3.798], [2.743, -1.988, -4.649], [1.298, -1.222, -4.686], [0.254, -2.110, -4.178], [1.055, -0.625, -5.988], [1.704, -0.184, -3.455], [3.325, 0.244, -2.184], [2.568, -1.307, -1.953], [4.371, -2.081, -3.492], [4.256, -0.601, -4.410], [-3.805, -0.666, 4.316], [-4.301, -0.994, 2.974], [-4.364, -2.422, 2.888], [-4.044, -3.158, 4.266], [-2.660, -3.663, 4.238], [-5.078, -4.164, 4.602], [-4.110, -1.778, 5.139], [-4.348, 0.168, 4.762], [-2.737, -0.451, 4.276], [-3.593, -0.564, 2.265], [-5.259, -0.544, 2.716], [5.286, -0.498, 4.457], [5.876, 0.210, 5.750], [6.211, 1.540, 5.233], [5.183, 1.989, 4.063], [5.877, 2.538, 2.905], [4.140, 2.816, 4.688], [4.656, 0.481, 3.710], [4.668, -1.394, 4.516], [6.087, -0.895, 3.833], [6.755, -0.233, 6.219], [5.087, 0.317, 6.495], [-1.392, 6.801, -0.061], [-1.252, 5.648, 1.006], [-0.744, 6.331, 2.092], [-1.434, 7.889, 2.291], [-0.481, 8.751, 2.954], [-2.871, 7.871, 2.654], [-1.430, 8.041, 0.629], [-2.227, 6.616, -0.737], [-0.533, 6.779, -0.731], [-0.419, 4.973, 0.807], [-2.161, 5.150, 1.343], [1.195, 1.634, 7.355], [2.680, 1.394, 7.061], [3.022, 0.541, 8.130], [2.417, 0.997, 9.625], [3.155, 2.192, 10.049], [2.156, -0.061, 10.578], [1.033, 1.406, 8.717], [0.524, 0.936, 6.855], [0.945, 2.670, 7.122], [3.106, 2.397, 7.057], [2.760, 0.925, 6.080], [-8.029, -2.468, -5.224], [-8.402, -1.135, -5.861], [-8.186, -0.249, -4.679], [-7.165, -0.854, -3.504], [-7.827, -1.235, -2.277], [-5.876, -0.152, -3.489], [-6.880, -2.250, -4.425], [-7.940, -3.361, -5.843], [-8.750, -2.711, -4.444], [-9.423, -0.956, -6.198], [-7.774, -0.758, -6.668], [-4.534, 3.165, -0.093], [-4.880, 1.699, -0.029], [-5.887, 1.584, 0.995], [-5.861, 2.856, 2.038], [-5.398, 2.390, 3.393], [-7.072, 3.597, 1.996], [-4.584, 3.655, 1.197], [-5.271, 3.692, -0.699], [-3.555, 3.416, -0.499], [-4.009, 1.109, 0.259], [-5.172, 1.438, -1.046], [-3.098, -5.943, -7.954], [-3.408, -7.242, -7.217], [-2.432, -7.279, -6.178], [-1.556, -5.885, -6.053], [-0.382, -6.023, -6.784], [-1.515, -5.458, -4.670], [-2.744, -5.120, -6.916], [-3.877, -5.556, -8.611], [-2.208, -6.030, -8.578], [-3.255, -8.049, -7.934], [-4.423, -7.213, -6.821], [-1.483, 1.284, -3.962], [-2.822, 1.315, -3.321], [-3.272, 2.632, -3.694], [-1.985, 3.751, -3.703], [-1.903, 4.436, -2.423], [-1.907, 4.533, -4.921], [-0.876, 2.510, -3.698], [-1.523, 1.121, -5.039], [-0.873, 0.471, -3.569], [-2.772, 1.467, -2.243], [-3.615, 0.590, -3.505], [2.011, 3.811, -4.454], [2.596, 4.488, -5.661], [3.322, 5.563, -5.164], [3.282, 5.732, -3.440], [2.415, 6.782, -2.992], [4.621, 5.682, -2.811], [2.505, 4.288, -3.266], [2.331, 2.769, -4.429], [0.937, 3.981, -4.521], [1.818, 4.998, -6.229], [3.198, 3.826, -6.283], [-1.447, -5.557, 1.242], [0.043, -5.641, 1.201], [0.278, -6.374, 0.077], [-0.693, -7.704, -0.014], [-0.323, -8.653, 1.040], [-0.891, -8.226, -1.348], [-1.912, -6.675, 0.485], [-1.866, -4.672, 0.763], [-1.844, -5.549, 2.257], [0.507, -6.186, 2.022], [0.525, -4.680, 1.022], [3.699, 4.519, 0.577], [2.927, 5.133, 1.789], [3.422, 6.457, 1.976], [4.833, 6.752, 1.148], [6.001, 6.228, 1.892], [4.864, 8.092, 0.557], [4.399, 5.625, 0.048], [3.108, 4.063, -0.217], [4.430, 3.810, 0.967], [3.324, 4.668, 2.691], [1.873, 4.871, 1.880], [-2.289, 3.340, 5.890], [-1.945, 4.809, 5.461], [-1.420, 4.751, 4.188], [-0.672, 3.259, 3.904], [0.791, 3.335, 4.003], [-1.336, 2.561, 2.807], [-1.185, 2.619, 5.335], [-3.194, 3.058, 5.353], [-2.474, 3.203, 6.955], [-1.214, 5.206, 6.166], [-2.858, 5.400, 5.536], [6.740, 3.187, -1.775], [5.352, 2.616, -1.860], [5.146, 2.362, -3.175], [6.488, 1.778, -3.940], [6.671, 2.534, -5.140], [6.511, 0.302, -3.897], [7.473, 2.317, -2.675], [7.213, 3.143, -0.793], [6.781, 4.195, -2.188], [4.695, 3.422, -1.535], [5.131, 1.754, -1.230], [0.319, -2.511, 3.840], [1.684, -1.829, 4.099], [2.262, -2.504, 5.165], [1.910, -4.120, 4.911], [1.580, -4.834, 6.140], [3.003, -4.659, 4.043], [0.506, -3.874, 3.977], [-0.191, -2.432, 2.880], [-0.355, -1.984, 4.516], [1.573, -0.776, 4.359], [2.319, -1.798, 3.213], [-4.196, -3.758, -3.312], [-3.968, -4.340, -1.829], [-5.142, -5.048, -1.503], [-5.516, -5.947, -2.837], [-6.927, -6.374, -2.913], [-4.460, -6.961, -3.009], [-5.039, -4.790, -3.961], [-3.279, -3.549, -3.863], [-4.724, -2.806, -3.255], [-3.804, -3.559, -1.087], [-3.043, -4.906, -1.938]]
}